(1)
Molecular formula: C30H18F3MnN4O9Sb
Method: DFT, the ωB97M-V functional and the def2-TZVPD basis

Geometry as XYZ:
```
66
Properties=species:S:1:pos:R:3:forces:R:3:nbo_charge:R:1
H 5.03372 -3.70184 -1.42226 -0.003 -0.023 0.009 0.2943
F 0.60592 4.20887 4.25522 0.023 -0.021 0.038 -0.3138
O -0.85870 -4.03061 -2.95041 -0.115 0.008 -0.150 -0.3031
C -1.12265 -1.26522 3.03979 -0.128 -0.097 -0.053 0.7427
N 3.62791 -2.16010 0.22257 0.190 0.117 0.146 0.5588
N -0.07024 -3.15801 -2.70079 0.182 -0.242 0.138 0.5372
H -2.38247 2.72387 1.27602 -0.006 0.011 0.001 0.2374
H 3.10849 1.25361 4.98440 0.007 0.009 0.016 0.2529
H -1.02952 0.11772 5.42509 -0.009 -0.021 0.012 0.2706
C 3.97485 -3.67467 -1.63547 -0.112 0.045 -0.119 -0.1030
Mn 0.90508 -1.48641 1.23619 0.187 0.504 0.051 1.6013
C -0.34928 3.24536 -1.98796 -0.017 0.037 0.230 -0.2056
C -0.41642 1.89341 1.00526 0.083 0.052 0.147 -0.4293
C 3.46254 -4.35490 -2.70198 0.017 -0.028 0.055 -0.0038
O 4.80834 -2.05980 0.37217 -0.323 -0.057 -0.011 -0.2311
C 2.21340 0.76179 4.63246 0.025 -0.281 0.080 -0.2244
H -5.50754 -0.20997 -2.59292 0.002 0.000 -0.012 0.2420
C 1.28996 -3.52603 -2.29174 0.069 -0.022 -0.035 -0.0246
C 0.00546 -0.50430 3.67875 0.018 0.053 0.047 0.1121
H -5.50541 0.27613 1.64555 0.006 -0.007 0.016 0.2403
C -0.65341 1.90374 -2.19899 0.155 -0.072 -0.270 -0.3921
O -0.25228 -1.95710 -2.73315 -0.405 0.082 -0.381 -0.3752
O 0.80194 -2.35783 -0.36073 -0.099 -0.783 -0.081 -0.7021
C 0.27902 3.46812 3.18526 -0.063 0.030 -0.097 0.4014
C -0.08845 0.13460 4.89425 0.006 0.054 -0.117 -0.1833
N 4.37668 -5.15597 -3.54016 -0.010 0.075 0.048 0.5341
C -4.94725 0.23354 0.72091 -0.022 0.005 -0.043 -0.2674
C 2.10920 -4.28141 -3.07150 0.058 0.142 0.067 -0.0951
C -3.57015 0.08640 -1.68515 0.073 -0.004 -0.084 -0.2238
O -0.73659 -1.88601 1.91647 -0.101 0.156 -0.024 -0.7156
C -2.86259 0.30424 -0.50418 -0.134 -0.082 -0.053 -0.2950
C -0.84129 2.34709 -4.57309 0.002 0.074 0.053 -0.2986
O 5.54335 -5.16261 -3.22388 0.074 -0.027 0.014 -0.3456
C 1.70384 -2.91762 -1.08669 -0.056 0.285 -0.088 0.4817
Sb -0.75274 0.50933 -0.59875 -0.009 0.490 0.498 1.1303
H -3.05466 0.01070 -2.63327 0.018 0.035 -0.025 0.2174
N 1.13806 -0.51328 2.95877 0.187 -0.272 0.241 -0.5357
H -0.15542 3.61377 -0.98752 -0.005 -0.010 -0.006 0.2225
C -0.55486 3.67491 -4.31733 0.000 0.008 -0.032 0.4219
H -1.01995 2.02208 -5.58838 -0.008 -0.010 -0.004 0.2409
C -0.88087 1.46646 -3.50377 0.071 -0.144 -0.044 -0.1388
O 3.88154 -5.73581 -4.47784 -0.026 -0.057 -0.067 -0.3407
C 1.04201 0.77943 5.37723 0.095 -0.041 0.032 -0.1006
O -2.22541 -1.30454 3.49353 0.047 0.013 0.010 -0.5009
H 1.75652 -4.77694 -3.96605 -0.001 0.007 -0.013 0.2918
H 1.01206 1.28872 6.33080 0.002 0.027 -0.002 0.2502
C -4.94848 -0.04390 -1.68298 -0.036 0.010 0.098 -0.2731
C -3.56671 0.35899 0.69530 0.115 -0.126 0.094 -0.2403
C -5.61260 0.04291 -0.47396 -0.012 -0.002 -0.022 0.4212
H 3.11237 0.07132 2.78902 0.034 -0.017 0.015 0.2377
C -0.29862 4.14316 -3.04349 -0.037 -0.054 -0.068 -0.2748
C 3.08684 -2.93561 -0.83694 0.110 -0.114 0.189 -0.1099
F -6.94776 -0.07099 -0.46061 0.028 -0.005 0.008 -0.3096
C 1.26225 2.72033 2.57027 -0.161 0.318 -0.230 -0.3134
F -0.51534 4.53643 -5.34340 0.008 -0.025 0.029 -0.3096
H -3.04794 0.47724 1.63724 0.000 0.029 0.035 0.2169
C -1.02811 3.48415 2.73098 0.077 0.020 0.072 -0.2643
O 2.85064 -1.52310 1.03065 0.270 -0.108 -0.222 -0.5494
C -1.36156 2.70304 1.63660 -0.195 -0.095 -0.118 -0.2033
H -1.07408 0.42051 -3.71017 -0.011 -0.022 0.009 0.2102
H -1.75897 4.10377 3.23208 -0.015 0.009 -0.004 0.2459
C 2.23348 0.10419 3.41639 -0.128 -0.226 0.312 0.0859
C 0.88965 1.93349 1.48885 0.175 0.259 -0.341 -0.1606
H 2.28262 2.77393 2.92666 -0.076 0.096 -0.093 0.2316
H 1.67049 1.36825 0.97384 -0.090 0.030 0.087 0.1846
H -0.06988 5.18893 -2.89305 -0.001 0.004 0.017 0.2412
```
Positions in Å, forces in eV/Å.

Computed properties:
Kohn-Sham gap (spin up / spin down) = 0.2113 / 0.2064 Eh
spin multiplicity = 5
net charge = +1
expectation value of S² = 6.05



(2)
Molecular formula: C19H27ClO3
Method: DFT, the ωB97M-V functional and the def2-TZVPD basis

Geometry as XYZ:
```
50
Properties=species:S:1:pos:R:3:forces:R:3:nbo_charge:R:1
O 1.64060 -2.24838 -0.03938 -2.054 1.812 0.332 -0.5099
C -1.36788 2.64622 2.08413 -1.621 2.457 1.699 -0.6001
H -3.52908 0.18729 3.12744 -0.078 0.061 0.727 0.2184
C 3.38863 -0.68265 0.74363 0.426 -0.885 1.231 0.0456
H 5.47894 -0.96465 0.63244 0.787 -0.532 -0.893 0.2125
O 3.06786 1.86067 0.06026 0.368 -0.330 -1.529 -0.5669
H -3.47290 1.93532 3.66762 -0.927 0.519 0.307 0.2099
H 5.01354 0.53889 1.37014 -0.063 -0.931 0.757 0.2349
H -2.04321 0.97755 3.99775 -1.484 -0.333 -0.660 0.2087
H -0.58998 -2.90361 -2.75776 1.351 -1.869 -0.133 0.2150
H 2.72999 -0.15124 1.46474 -0.017 0.463 -1.487 0.2314
H -0.75287 3.02389 1.26609 -0.631 -0.302 -0.590 0.2244
H 4.85592 -1.20672 2.22229 0.122 1.308 -0.272 0.2187
H 1.02641 -1.43371 -2.05884 -2.025 0.287 0.305 0.2351
C 0.24252 -1.20829 1.74505 0.586 0.017 1.987 -0.2401
C -0.76073 -0.30112 2.16833 1.994 -2.907 0.550 -0.2363
H 3.54119 -2.75830 0.09979 0.120 0.108 0.041 0.1980
H -4.14675 2.68816 1.50665 0.613 -0.858 -0.457 0.2115
H -0.78301 -1.89650 -4.75078 -0.230 0.550 0.430 0.1970
H -4.09341 1.12543 0.61013 -0.451 -0.627 0.138 0.2165
O 3.57020 -0.21057 -0.61904 -1.190 0.385 -0.494 -0.5003
H 0.79328 -1.82190 2.49016 -0.527 0.658 -0.243 0.2058
H -1.41527 0.62714 -4.42642 0.033 1.478 -2.270 0.2018
H 2.66185 -2.63153 1.60723 0.720 0.561 0.593 0.1828
H 0.79909 0.27130 -3.43790 -1.285 -0.083 0.407 0.2115
C -0.26527 -0.78315 -0.49677 -0.664 2.627 0.583 0.0212
C 0.61908 -1.35531 0.45682 -1.322 -0.912 -2.982 0.2348
C -0.06203 -1.03189 -1.93917 2.422 -1.442 -0.610 -0.2721
C -2.94293 1.08871 3.30938 2.779 -0.179 -1.387 -0.5967
C -1.06286 -1.99339 -2.59050 -1.030 -2.350 0.773 -0.4201
C -2.35813 1.48155 1.88259 0.176 0.985 0.757 -0.0745
Cl 3.67827 1.51960 -2.49469 -0.113 -0.132 0.535 -0.0230
H -2.51178 -1.79762 -4.32352 0.634 -0.009 0.524 0.2132
H -2.31391 0.18501 -3.14040 -1.253 0.453 1.510 0.1962
H -0.83472 -0.46285 3.26076 -0.751 1.108 -0.791 0.2249
H -1.86728 -2.40659 -1.92625 0.161 1.299 -0.355 0.2173
C -1.48892 0.45998 1.27880 0.362 -1.428 -1.133 -0.0111
C 3.38100 1.09158 -0.81382 -0.452 0.322 1.626 0.7515
C -1.48990 -1.52803 -3.97771 -0.124 1.394 0.383 -0.3982
H -3.11213 2.42583 0.08998 0.072 0.066 0.129 0.2082
C -3.49096 1.92751 0.98979 -0.412 1.544 -0.184 -0.6083
H -0.60043 2.48229 2.86155 -0.677 -0.256 0.041 0.2150
C -0.13871 0.17912 -2.80551 0.334 1.026 -1.014 -0.3993
C 2.84711 -2.12491 0.65913 0.620 -0.431 -0.415 -0.0802
C -1.40991 -0.01442 -3.62387 1.346 -1.243 -1.055 -0.4010
H -1.67034 0.93725 -0.87165 -0.123 -0.734 0.308 0.2245
C -1.25078 0.25829 -0.12062 1.953 -1.976 1.762 -0.2255
H -2.10988 3.48730 2.43672 1.876 -0.878 -0.467 0.1947
C 4.78428 -0.55075 1.31361 -0.475 -0.406 1.065 -0.6289
H -0.18379 1.06224 -2.18838 0.123 0.543 -0.079 0.2116
```
Positions in Å, forces in eV/Å.

Computed properties:
Kohn-Sham gap = 0.3375 Eh
SMILES = C[C@H](COc1ccc(C(C)(C)C)cc1C1CCCC1)OC(=O)Cl



(3)
Molecular formula: C3H3Cl2NO
Method: DFT, the ωB97M-V functional and the def2-TZVPD basis

Geometry as XYZ:
```
10
Properties=species:S:1:pos:R:3:forces:R:3:nbo_charge:R:1
O 0.94309 1.99037 -0.95043 -0.177 -0.534 -0.512 -0.5340
C -0.73793 -0.75936 1.33064 0.883 1.672 -0.796 -0.4780
C 0.52426 0.89170 -0.81587 -0.317 2.080 4.335 0.7364
C -0.22008 0.44614 1.11653 0.908 -0.944 -3.433 -0.1400
Cl 0.08674 1.76908 2.05529 -0.199 0.674 0.637 0.1038
H -1.24031 -1.09559 2.18851 -0.384 -0.322 1.174 0.2210
N 0.41211 -0.23140 -1.40633 0.348 -1.915 -2.829 -0.6068
H -0.60328 -1.44505 0.52405 -0.446 -0.702 -0.115 0.1708
H -0.03698 -0.96698 -0.90440 -0.094 -0.540 -0.423 0.4190
Cl 0.87239 -0.59890 -3.13799 -0.521 0.529 1.962 0.1079
```
Positions in Å, forces in eV/Å.

Computed properties:
Kohn-Sham gap = 0.3059 Eh



(4)
Molecular formula: FFeH14O7
Method: DFT, the ωB97M-V functional and the def2-TZVPD basis

Geometry as XYZ:
```
23
Properties=species:S:1:pos:R:3:forces:R:3:nbo_charge:R:1
H 35.47611 -2.55711 12.05113 -0.061 1.206 0.050 0.4437
Fe 36.81382 -4.77898 12.42263 6.561 8.928 9.538 1.2321
H 33.02811 -4.37395 12.89489 -0.530 0.329 -0.317 0.5068
H 34.44795 -4.89751 12.93800 -1.061 -0.071 -0.374 0.4333
H 34.32077 -3.42049 11.11379 -1.572 1.076 -0.582 0.4296
H 35.33355 -4.15360 14.12923 -0.759 0.836 0.481 0.5641
O 36.04216 -4.72392 13.83118 -3.677 0.727 11.387 -0.8931
O 35.50666 -1.60083 12.07987 0.400 1.090 0.522 -0.9347
O 36.11216 -6.12246 12.00546 -6.269 -13.816 -3.487 -0.8996
H 33.64485 -3.16784 9.78292 -0.278 0.044 -0.253 0.4747
H 37.15520 -4.63812 10.36341 -0.708 -0.220 -1.463 0.5541
H 34.52823 -5.82562 10.14890 -0.771 -0.229 -0.808 0.4479
H 36.15116 -1.40161 12.75895 0.186 0.499 0.207 0.4470
O 33.59083 -2.94842 10.71307 -1.223 0.327 -0.202 -0.9452
O 37.68060 -4.73677 11.15743 10.738 1.303 -13.039 -0.8600
H 36.37562 -7.04059 11.94326 0.257 -0.941 0.012 0.5258
H 35.27048 -6.08302 11.55131 -0.815 -0.290 -0.285 0.5059
H 36.15979 -5.35270 14.54324 0.010 -0.463 0.724 0.5457
H 38.56319 -4.47502 10.89526 0.897 0.229 -0.195 0.5472
O 35.00565 -5.07447 9.79666 0.606 -1.390 -1.703 -0.9361
F 35.46254 -3.91640 11.72741 -1.667 1.069 0.089 -0.6879
O 33.57446 -5.04779 13.29947 0.165 -0.350 0.381 -0.9457
H 35.18529 -4.52505 10.55962 -0.429 0.106 -0.685 0.4445
```
Positions in Å, forces in eV/Å.

Computed properties:
Kohn-Sham gap (spin up / spin down) = 0.3411 / 0.3138 Eh
spin multiplicity = 5
net charge = +1
expectation value of S² = 6.01



(5)
Molecular formula: C6H10O
Method: DFT, the ωB97M-V functional and the def2-TZVPD basis

Geometry as XYZ:
```
17
Properties=species:S:1:pos:R:3:forces:R:3:nbo_charge:R:1
C 0.20750 -0.50421 0.51906 0.239 -0.231 -0.297 0.1413
H -0.48749 1.80541 -1.00784 0.122 0.239 -0.057 -0.0197
H 0.19179 1.79522 -0.70829 -0.096 0.124 -0.140 0.0180
H 3.31317 -0.55150 0.42774 0.260 0.406 0.111 0.2208
C 1.38119 -0.35023 -0.09512 0.134 -0.460 0.312 -0.2736
H -2.03953 -2.12772 -0.38837 -0.345 0.077 -0.071 0.2305
C -2.29273 0.12190 -0.76714 -0.235 -0.341 0.131 -0.1973
C 2.65911 0.31920 0.28826 0.134 0.155 0.065 -0.6450
H 1.50715 -1.11685 -0.85755 0.286 -0.376 0.422 0.1945
H -0.22109 -1.48703 0.39286 -0.155 0.066 -0.463 0.1583
C -1.95858 0.06406 0.67999 -0.296 -0.070 0.186 0.0488
H 2.59606 0.82992 1.25041 -0.053 0.147 -0.187 0.2187
O -0.62728 0.33031 1.19688 0.269 -0.115 -0.096 -0.5164
H -2.69296 0.30499 1.44400 0.251 0.034 0.039 0.1855
H -2.54805 0.67081 -1.65911 0.194 0.147 0.162 0.2310
C -2.12851 -1.06236 -0.25777 -0.473 0.163 -0.137 -0.2099
H 3.14026 0.95809 -0.45803 -0.238 0.034 0.019 0.2146
```
Positions in Å, forces in eV/Å.

Computed properties:
Kohn-Sham gap = 0.3426 Eh
SMILES = C/C=C\OC1C=C1.[H][H]



(6)
Molecular formula: C3H5BrI2O
Method: DFT, the ωB97M-V functional and the def2-TZVPD basis

Geometry as XYZ:
```
12
Properties=species:S:1:pos:R:3:forces:R:3:nbo_charge:R:1
I -3.10186 -0.67460 0.12463 0.830 0.124 -0.253 0.1060
I 1.39501 -2.08371 -0.82499 0.189 0.932 0.038 0.0385
H 2.27868 0.94215 1.00621 -2.323 -0.606 -0.344 0.2662
Br -1.34612 1.84848 -1.33867 -0.190 -0.460 -0.175 0.0062
C -1.35141 -0.06505 -0.98723 1.448 2.559 4.985 -0.4963
H -0.20542 -1.87704 1.37394 -0.125 -0.734 -0.669 0.5182
C 1.22968 0.89254 0.47976 1.367 2.187 -0.567 -0.7767
O -0.02089 -0.94797 1.36701 0.024 1.790 2.488 -0.7077
C 0.53928 -0.38200 0.33658 -2.086 -2.698 -2.791 0.3772
H 0.47311 1.65464 0.84981 1.113 -0.864 0.002 0.2705
H -1.40307 -0.56701 -1.84949 0.239 -1.876 -3.322 0.1372
H 1.51301 1.25958 -0.53756 -0.486 -0.352 0.607 0.2608
```
Positions in Å, forces in eV/Å.

Computed properties:
Kohn-Sham gap (spin up / spin down) = 0.2953 / 0.2953 Eh